Entry 1:
A structure of composition C26H31AsClHfN3O3S7 at a distorted geometry, computed with ωB97M-V with the def2-TZVPD basis set.

```
73
Properties=species:S:1:pos:R:3:forces:R:3:mulliken_charge:R:1
Hf -0.48120 -1.14141 0.83855 -0.2 -1.4 -1.1 -1.27
As -0.49781 -3.50913 -1.36463 -0.4 0.8 0.6 0.33
Cl 0.15380 -1.81465 3.23851 -0.1 0.3 0.0 -0.44
S 0.91576 -1.88108 -1.39736 0.6 0.8 0.1 -0.31
S -0.48958 -4.95800 -2.82459 0.0 -0.2 -0.1 -0.46
S -0.14381 -3.81839 0.79755 -0.1 0.1 0.2 -0.46
S 2.59168 -0.39146 2.09267 0.0 -0.4 0.2 0.32
S -2.23352 -2.17223 -1.13421 -0.1 0.1 0.3 -0.57
S -1.36662 3.03073 3.44742 -0.1 -0.4 0.1 -0.27
S -4.46613 -2.55702 3.67661 0.2 0.1 -0.5 -0.21
O 2.63083 1.23183 -3.64497 0.0 0.0 0.2 -0.65
O 1.49679 -0.15359 1.04896 -0.7 0.0 -0.3 -0.33
O -0.92992 0.60131 -0.41264 -0.3 0.0 -0.5 1.24
N -2.70130 -1.52664 2.13912 0.2 0.0 -0.1 1.01
N -1.16842 0.81704 2.21603 -0.2 -0.4 0.3 0.77
N 0.35503 2.29195 -2.66206 0.1 -0.1 0.0 0.24
C 5.13978 0.45936 2.27399 0.2 0.1 0.0 -1.47
C -3.90115 3.44798 -0.67986 -0.6 -0.2 0.4 -1.09
C 0.27986 0.98748 -3.28631 -0.2 0.8 0.5 -0.05
C -1.70352 2.65069 -1.32363 0.1 0.1 0.1 1.01
C -3.22641 1.15717 -0.15930 -0.1 0.2 0.0 -0.88
C -3.90274 -1.00061 4.04453 0.2 0.6 0.0 -0.65
C -0.90100 0.29117 -3.44236 0.4 -0.3 -0.7 -0.30
C -2.96120 -0.60208 3.14038 0.0 -0.2 0.2 -0.53
C -0.87156 -0.86185 -4.23360 -0.9 0.0 0.5 -0.67
C -3.43761 -2.60392 2.28141 -0.1 -0.3 0.2 0.19
C 0.44992 2.56026 1.40761 0.1 -0.7 -0.1 -0.91
C 3.89287 -2.30203 0.50190 0.5 -0.4 -0.3 -0.92
C -0.64401 2.00701 2.26853 -0.1 0.4 -0.1 0.48
C -1.91349 1.39404 -0.65831 0.3 0.0 0.3 1.50
C 1.46831 -0.59075 -4.65719 -0.1 -0.5 -0.1 0.04
C 3.92923 0.58052 1.38898 -0.6 0.4 0.1 0.02
C -2.42098 1.76042 3.90356 -0.5 -0.2 0.0 -0.40
C -3.45883 -3.86060 1.48320 -0.3 0.5 -0.3 -1.00
C -2.68786 3.67814 -1.24030 0.3 -0.5 0.1 -0.81
C -4.16564 2.16168 -0.14669 0.2 -0.4 -0.3 -0.51
C 3.43244 0.61225 -2.62552 -0.2 0.4 -0.1 -0.58
C -2.20196 0.65913 3.13634 0.2 0.2 -0.1 -0.33
C 3.15632 -2.12226 1.79581 -0.3 0.8 0.3 -0.12
C 1.46561 0.52758 -3.86210 0.1 0.2 -0.1 0.41
C 0.28683 -1.30287 -4.84092 0.2 0.5 0.2 -0.61
C -0.49529 3.02050 -1.97166 0.1 -0.4 -0.2 -0.91
H 4.07891 0.24288 0.37547 0.1 -0.1 -0.3 0.04
H 2.90060 0.63696 -1.66885 0.1 0.0 0.0 0.01
H -3.70865 -3.66551 0.43645 0.0 0.1 0.2 0.23
H -4.31385 -0.44257 4.87175 0.2 0.0 0.0 0.41
H 3.56676 1.63159 1.35213 0.1 -0.7 0.1 0.46
H 0.29675 -2.19874 -5.43079 -0.1 -0.3 -0.1 0.42
H -2.42781 4.62798 -1.65834 0.0 0.5 -0.2 0.47
H -0.22601 4.08134 -1.94886 -0.1 -0.3 0.0 0.42
H 5.46411 -0.57346 2.37614 0.0 -0.1 0.1 0.32
H 1.19354 2.79057 -2.95486 -0.1 -0.3 0.0 0.40
H -4.15757 -4.56547 1.91037 -0.2 -0.1 0.2 0.50
H -3.43865 0.16809 0.23690 0.0 0.1 0.0 0.32
H -2.47554 -4.29367 1.45218 0.5 -0.2 0.1 0.10
H -5.14601 1.93791 0.25558 0.0 0.1 0.1 0.47
H -1.82404 0.64908 -3.02221 -0.1 -0.1 0.1 0.34
H 4.01839 -3.38102 0.32059 0.0 0.3 0.0 0.38
H 4.87844 -1.82416 0.49219 0.0 -0.2 0.1 0.27
H 0.32323 3.62012 1.26257 -0.2 0.4 -0.2 0.59
H 5.94925 1.01832 1.82119 0.3 0.1 0.1 0.42
H 3.63851 -0.42488 -2.87537 0.1 -0.1 -0.1 0.33
H 0.52483 2.00737 0.46330 -0.2 0.3 0.3 -0.27
H 3.70846 -2.37804 2.70234 0.1 -0.1 -0.1 0.55
H -4.68446 4.20074 -0.62570 0.3 0.0 -0.1 0.38
H 4.34800 1.19783 -2.59720 0.1 -0.1 0.2 0.39
H 3.31686 -1.91991 -0.33707 -0.2 0.0 0.0 -0.04
H -3.20379 1.87019 4.64944 0.3 0.1 -0.2 0.44
H 2.39781 -0.95905 -5.08714 -0.1 0.2 0.1 0.47
H 2.21026 -2.67780 1.80935 0.1 0.1 0.0 0.20
H 4.91711 0.87379 3.25461 0.2 0.0 0.1 0.37
H -1.80029 -1.43423 -4.28867 0.4 0.1 -0.2 0.35
H 1.40131 2.42606 1.89906 0.4 -0.1 0.3 0.42
```
Positions in Å, forces in eV/Å.

The LUMO energy is -1.15 eV. The calculation puts the calculated total energy at -6930.87131 Ha. The HOMO-LUMO gap comes out at 5.3758 eV. The value obtained for the largest force on an atom is 0.0342 hartree/bohr.

---

Entry 2:
A structure of composition C26H31Cl2MoN6O2S at a distorted geometry, computed with ωB97M-V with the def2-TZVPD basis set.

```
69
Properties=species:S:1:pos:R:3:forces:R:3:mulliken_charge:R:1
Mo -0.05302 -0.38157 -0.13818 -0.1 -0.2 1.1 0.10
Cl -0.32258 3.22420 1.94007 0.0 0.0 0.0 -0.02
Cl -0.17443 2.15633 -0.87822 0.0 0.0 -0.1 0.13
S -0.59222 -2.57783 0.59938 -0.1 0.1 -0.3 -0.36
O 0.01324 0.03031 1.73926 -0.2 -0.1 -0.2 -0.19
O -0.99483 0.46596 3.69066 -0.1 0.0 0.0 -0.48
N 0.23775 -5.01750 0.18510 0.0 0.1 0.0 -0.17
N 0.13900 -0.68012 -2.25058 -0.1 0.0 -0.4 0.38
N 4.71114 -0.24656 0.22557 0.0 0.0 0.0 -0.08
N -2.13554 0.05660 0.40260 0.2 0.1 -0.1 0.39
N -0.10532 -3.84175 -1.75539 -0.1 0.0 0.1 -0.22
N 2.13849 -0.16089 0.11097 0.2 0.3 -0.2 1.22
C -0.38360 3.62932 0.27010 0.0 -0.1 -0.1 -0.58
C -5.51525 0.06161 -2.07005 0.0 0.0 0.0 -0.76
C 0.23720 -0.59456 -3.40441 0.0 0.0 0.1 0.33
C -0.09971 -3.91034 -0.42942 0.0 -0.2 0.0 0.84
C 1.11361 -1.32460 -6.90409 0.0 0.0 0.1 -0.79
C -1.07022 0.26452 2.52635 0.4 0.1 -0.1 -0.20
C -3.55026 0.46163 2.31248 0.0 0.0 -0.1 -1.11
C 2.77023 0.63837 -0.99936 0.0 0.0 0.0 -0.51
C 2.64162 0.40055 1.41468 -0.1 0.0 0.0 -0.85
C 4.18935 0.29897 1.46648 0.1 0.0 0.0 -0.92
C 2.63937 -1.57423 0.00550 -0.2 0.0 0.0 -0.40
C -0.20270 0.66355 -5.42452 0.0 0.0 -0.1 -0.41
C -0.08633 0.78483 -6.79459 0.0 0.0 0.1 -0.78
C -5.66168 0.23711 -0.72603 0.1 0.0 0.0 -0.98
C -4.52958 0.24640 0.12804 0.0 0.0 0.0 1.04
C 0.54721 -6.28305 -0.48758 0.0 0.0 0.0 -1.09
C 4.20304 -1.57942 0.01445 0.1 0.0 0.0 -0.96
C 1.00902 -1.46937 -5.53606 0.0 0.0 -0.1 -0.35
C -3.23398 0.06169 -0.42609 -0.1 0.0 0.0 -0.12
C 0.34594 -0.47024 -4.80236 0.0 -0.1 0.1 0.45
C -4.22493 -0.10620 -2.61339 0.0 0.0 0.0 -0.73
C -4.66649 0.44454 1.51507 0.1 0.0 0.0 -0.63
C -3.11066 -0.10763 -1.81829 0.0 0.0 0.0 -0.10
C 0.56715 -0.20377 -7.52484 0.0 0.0 0.0 -0.36
C -2.31727 0.26024 1.70293 -0.2 0.0 0.3 0.94
C 4.32058 0.59847 -0.87952 0.0 0.0 0.0 -0.88
H 1.62080 -2.07563 -7.49287 0.0 0.0 0.0 0.45
H 4.75769 0.21431 -1.80058 0.0 0.0 0.0 0.34
H -0.33478 -6.66031 -1.00601 0.0 0.0 0.0 0.40
H 4.55302 -2.23252 0.81346 0.0 0.0 0.0 0.33
H -0.49847 1.64695 -7.29946 0.0 0.0 0.0 0.45
H 4.58714 -1.96285 -0.93039 0.0 0.0 0.0 0.34
H -6.63989 0.37656 -0.28517 0.0 0.0 0.0 0.46
H 2.43574 0.21774 -1.94546 0.0 0.0 0.0 0.13
H 0.22957 -5.00486 1.19617 0.0 0.0 0.0 0.30
H 0.05966 -4.66643 -2.31521 0.0 0.0 0.0 0.27
H 1.43645 -2.32824 -5.03652 0.0 0.0 0.0 0.46
H 2.40077 1.65612 -0.91813 0.0 0.0 0.0 0.56
H -3.58552 0.61900 3.38129 0.0 0.0 0.0 0.64
H 4.71085 1.60223 -0.71810 0.0 0.0 0.0 0.29
H 4.49673 -0.34350 2.29056 0.0 0.0 0.0 0.29
H 2.23792 -2.11752 0.85933 0.0 0.0 0.0 0.55
H 0.65582 -0.09871 -8.59816 0.0 0.0 0.0 0.44
H 2.24362 -2.00913 -0.91860 0.0 0.0 0.0 0.26
H -1.34964 4.02038 -0.02778 0.0 0.0 0.1 0.44
H -2.13727 -0.22108 -2.26925 0.0 0.0 0.0 0.36
H 4.62852 1.28148 1.63294 0.0 0.0 0.0 0.35
H -5.65459 0.58755 1.93428 0.0 0.0 0.0 0.52
H 0.84487 -7.00369 0.26736 0.0 0.0 0.0 0.36
H -6.37803 0.05687 -2.72098 0.0 0.0 0.0 0.45
H -0.70166 1.42450 -4.83944 0.0 0.0 0.0 0.50
H -0.55687 -3.05897 -2.19671 0.0 0.0 0.0 0.03
H -4.11769 -0.23110 -3.68298 0.0 0.0 0.0 0.50
H 2.17288 -0.16228 2.21518 0.0 0.0 0.0 0.53
H 0.44623 4.26285 -0.02248 0.0 0.0 0.0 0.44
H 1.37967 -6.15063 -1.17892 0.0 0.0 0.0 0.37
H 2.28608 1.42904 1.47352 0.0 0.0 0.0 0.39
```
Positions in Å, forces in eV/Å.

Its net charge is +3. The spin multiplicity is 3. The LUMO energy (alpha / beta) is -11.27 / -10.36 eV. Its expectation value of S² is 2.036. The calculation puts the calculated total energy at -2874.26789 Ha. The HOMO-LUMO gap (alpha / beta) comes out at 4.9190 / 5.9400 eV. The value obtained for the largest force on an atom is 0.0222 hartree/bohr.

---

Entry 3:
A structure of composition C26H31Cl3MoN9S2 at a distorted geometry, computed with ωB97M-V with the def2-TZVPD basis set.

```
72
Properties=species:S:1:pos:R:3:forces:R:3:mulliken_charge:R:1
Mo -0.72513 -1.10813 -1.06177 -0.2 -2.0 0.5 0.27
Cl -1.27576 3.56985 -3.88643 0.4 -0.6 0.1 -0.03
Cl 1.48017 2.68040 -4.45339 -0.8 -0.3 0.3 -0.03
Cl -0.82333 1.14001 -5.47939 0.3 0.4 0.6 -0.04
S -2.57045 -1.27297 -2.69837 0.6 -0.3 0.3 -0.26
S 1.72018 0.33508 -0.24224 -0.6 0.0 -0.6 0.03
N -4.08520 0.84990 -3.16351 -0.2 0.1 -0.3 -0.30
N 3.92483 0.46740 1.29813 -0.2 -1.3 0.0 -0.06
N -1.78822 -3.17592 -0.46428 -0.3 0.2 -0.3 -0.29
N -2.96978 0.85265 -1.16324 -1.3 1.6 -0.8 -1.64
N -0.27735 0.48621 -2.15767 0.5 3.2 -2.7 -0.07
N -0.68252 -1.18947 1.04948 0.1 0.0 1.2 0.75
N 0.50295 -2.04557 -2.92277 -0.5 0.2 0.0 -0.29
N -2.11986 0.25076 -0.34938 0.4 -0.6 0.9 1.51
N 3.18673 -1.61908 0.75363 0.1 -0.3 0.1 -0.27
C -3.25966 0.29199 -2.29379 0.5 -0.6 0.5 0.47
C 5.50060 3.55761 2.45285 -0.1 0.2 -0.2 -0.69
C 5.09160 2.24421 2.35919 -0.5 -0.3 -0.3 -0.50
C -1.13089 -0.08209 3.13859 -0.2 0.1 -0.8 -0.82
C -4.27364 2.78941 3.12170 -0.2 0.1 0.0 -0.87
C -2.96435 2.95974 0.67701 0.3 -0.1 0.1 -0.23
C 0.97089 -4.04682 -1.59394 -0.1 0.1 -0.4 0.97
C -2.90149 1.76436 1.41535 -0.2 0.2 0.1 0.24
C -0.23257 1.29692 -2.98848 0.0 -2.0 2.3 -0.24
C -0.40124 -4.70060 -1.81826 0.1 0.0 0.3 -0.82
C 5.07997 4.48217 1.50063 -0.1 -0.2 -0.1 -0.50
C 1.44564 -3.17609 -2.75026 0.4 -0.5 0.4 -1.06
C 3.04178 -0.28490 0.64265 0.3 0.1 0.4 0.42
C -1.27766 -4.56757 -0.57787 0.3 -0.5 -0.4 -0.86
C -4.28269 3.98252 2.40465 0.2 -0.3 0.0 -0.46
C -3.59534 1.69156 2.63674 0.1 -0.1 -0.2 -0.39
C -0.20397 2.16571 -4.12119 0.1 1.2 -1.9 0.73
C -0.44122 -1.05689 3.82679 0.3 -0.5 -0.3 -0.88
C 0.01533 -2.10725 1.73794 0.2 -0.3 -0.3 -0.14
C 4.23622 1.83854 1.32367 0.3 1.4 0.1 0.89
C 3.83101 2.76166 0.35873 0.0 -0.5 0.1 -0.32
C 4.25810 4.07424 0.45366 0.3 0.2 0.3 -0.79
C -2.11814 0.64321 0.92330 -0.6 0.5 -0.8 0.27
C 0.13901 -2.10334 3.10858 -0.2 0.4 0.3 -1.16
C -3.63165 4.05629 1.17742 -0.1 0.0 0.1 -0.80
C -1.29813 -0.20013 1.74959 0.7 -0.5 0.8 0.03
H -2.12454 -5.25688 -0.65460 0.1 0.1 0.2 0.50
H -0.23134 -2.35786 -3.56317 0.1 0.2 0.1 0.26
H 3.22605 2.45792 -0.48075 0.0 0.0 0.0 0.43
H -0.70957 -4.83148 0.31829 -0.1 0.1 0.0 0.33
H 6.15272 3.86136 3.25834 0.0 0.0 0.0 0.40
H 2.67954 -2.20827 0.11307 0.1 0.1 0.1 0.00
H -2.43578 3.02868 -0.26079 0.0 0.1 0.0 0.56
H 1.51896 -3.75876 -3.67338 0.0 0.1 0.1 0.38
H 5.41324 5.50697 1.56048 0.0 0.1 0.0 0.42
H 3.96713 4.78594 -0.30455 0.0 0.0 0.0 0.39
H -4.44502 0.31806 -3.94077 0.1 0.1 0.0 0.24
H -2.24133 -3.10240 0.45206 0.1 0.2 -0.3 0.25
H -1.53404 0.77180 3.65459 -0.1 0.1 0.0 0.87
H -2.55802 -3.13275 -1.14097 0.1 0.1 0.3 0.39
H -4.52538 1.73062 -2.94925 -0.1 0.0 0.1 0.25
H 5.43595 1.51944 3.08252 0.0 -0.1 0.1 0.33
H 0.98733 -1.29645 -3.42487 -0.2 -0.1 0.2 0.27
H -4.81789 2.71451 4.05287 0.0 0.0 0.0 0.43
H 4.54084 -0.05433 1.92127 -0.1 0.0 -0.3 0.23
H -0.93038 -4.24759 -2.66245 0.0 -0.1 -0.1 0.34
H -3.64937 4.97794 0.61762 0.0 0.1 -0.1 0.44
H 4.03035 -2.00737 1.15175 0.0 0.0 -0.1 0.24
H 0.49120 -2.89430 1.16441 -0.1 0.1 0.0 0.55
H -0.28044 -5.75684 -2.06043 0.0 0.1 0.0 0.48
H -4.79202 4.84539 2.80232 -0.1 0.1 0.0 0.45
H 0.69404 -2.88389 3.60698 0.0 -0.1 0.0 0.55
H 0.90355 -3.37197 -0.72971 0.1 -0.1 0.1 -1.04
H -3.65936 0.75149 3.16274 0.0 -0.1 0.1 0.71
H -0.35409 -1.01868 4.90036 0.1 0.1 0.1 0.51
H 1.71354 -4.81109 -1.37133 0.1 0.0 0.1 0.57
H 2.43936 -2.77480 -2.52675 -0.2 0.0 -0.1 0.49
```
Positions in Å, forces in eV/Å.

Its net charge is +3. The spin multiplicity is 3. The LUMO energy (alpha / beta) is -9.87 / -10.61 eV. Its expectation value of S² is 2.067. The calculation puts the calculated total energy at -3746.43390 Ha. The HOMO-LUMO gap (alpha / beta) comes out at 5.4830 / 4.7447 eV. The value obtained for the largest force on an atom is 0.0812 hartree/bohr.

---

Q: Which formula does entry 1 have?
A: C26H31AsClHfN3O3S7

---

Q: Which value of calculated total energy does entry 1 give?
A: -6930.87131 Ha